(1)
DFT (the ωB97M-V functional and the def2-TZVPD basis) results for C57H48NOP3Ti as an isolated structure.

```
111
C57H48NOP3Ti, DFT the ωB97M-V functional and the def2-TZVPD basis
Ti 0.446 0.190 -0.383
C 1.879 -2.345 4.047
C 2.694 -2.214 2.755
P 2.001 -1.795 1.067
C 3.492 -0.886 0.460
C 3.326 0.464 0.200
C 4.341 1.249 -0.337
C 5.563 0.656 -0.606
C 5.754 -0.700 -0.339
C 4.726 -1.470 0.182
C 1.971 -3.360 0.214
C 1.836 -4.568 0.917
C 1.492 -5.833 0.487
C 1.036 -6.281 -0.801
C 0.579 -5.554 -1.838
C 0.452 -4.068 -1.796
C 1.530 -1.031 4.750
P 0.334 -0.070 3.735
C -1.082 -1.227 3.900
C -1.663 -1.523 5.134
C -2.645 -2.494 5.239
C -3.050 -3.200 4.111
C -2.469 -2.928 2.884
C -1.496 -1.942 2.781
C -0.148 1.317 4.826
C -1.481 1.689 4.996
C -1.812 2.841 5.699
C -0.818 3.641 6.241
C 0.514 3.287 6.069
C 0.844 2.142 5.361
H 2.498 -2.925 4.737
H 0.980 -2.943 3.880
H 3.190 -3.168 2.575
H 3.499 -1.492 2.906
H 2.393 0.954 0.501
H 4.173 2.297 -0.549
H 6.369 1.242 -1.026
H 6.712 -1.157 -0.553
H 4.857 -2.534 0.349
H 2.021 -4.528 1.987
H 1.575 -6.611 1.237
H 1.034 -7.360 -0.931
H 0.301 -6.056 -2.757
H 0.288 -3.710 -2.820
H 2.442 -0.439 4.871
H 1.128 -1.229 5.746
H -1.349 -0.983 6.021
H -3.092 -2.708 6.202
H -3.811 -3.966 4.195
H -2.766 -3.484 2.004
H -1.039 -1.744 1.822
H -2.268 1.082 4.568
H -2.853 3.112 5.818
H -1.076 4.536 6.791
H 1.299 3.908 6.482
H 1.890 1.893 5.217
C 1.778 -3.402 -1.299
C -0.709 -3.585 -0.970
C -1.116 -2.318 -0.960
C -0.457 -1.196 -1.681
N 0.977 -1.136 -1.849
C 1.913 -2.001 -1.750
C -1.006 -0.749 -3.015
C -1.563 -1.701 -3.870
C -1.792 -1.391 -5.200
C -1.430 -0.139 -5.685
C -0.924 0.815 -4.818
C -0.738 0.546 -3.461
H 2.608 -3.976 -1.726
H -1.231 -4.326 -0.374
H -2.012 -2.044 -0.410
H 2.920 -1.613 -1.893
H -1.794 -2.690 -3.491
H -2.226 -2.130 -5.863
H -1.572 0.100 -6.732
H -0.698 1.805 -5.202
O -0.872 0.701 1.051
C -0.295 1.719 0.621
C -0.761 3.086 0.651
C -1.024 3.849 1.788
C -1.576 5.102 1.603
C -1.899 5.523 0.313
C -1.653 4.716 -0.788
C -1.010 3.479 -0.662
P -0.645 1.940 -2.082
C 0.845 2.780 -2.756
C 1.042 4.159 -2.745
C 2.238 4.707 -3.191
C 3.266 3.886 -3.629
C 3.086 2.510 -3.637
C 1.881 1.964 -3.222
C -2.312 2.421 -2.690
C -3.437 1.834 -2.120
C -4.707 2.208 -2.534
C -4.865 3.176 -3.516
C -3.746 3.766 -4.085
C -2.474 3.392 -3.674
H -0.805 3.468 2.779
H -1.779 5.738 2.455
H -2.360 6.493 0.170
H -1.967 5.069 -1.765
H 0.267 4.815 -2.382
H 2.364 5.783 -3.189
H 4.201 4.316 -3.965
H 3.880 1.858 -3.977
H 1.735 0.891 -3.268
H -3.323 1.077 -1.351
H -5.576 1.742 -2.087
H -5.857 3.467 -3.838
H -3.862 4.521 -4.853
H -1.606 3.862 -4.124
```

- LUMO (alpha / beta) (Eh) = -0.0250 / -0.0250
- HOMO (alpha / beta) (eV) = -5.64 / -5.64
- multiplicity = 1
- total charge = 0
- E_tot (Ha) = -4204.16684

***

(2)
DFT (the ωB97M-V functional and the def2-TZVPD basis) results for C57H51AsAuP3SSi as an isolated structure.

```
115
C57H51AsAuP3SSi, DFT the ωB97M-V functional and the def2-TZVPD basis
Au 0.744 0.096 0.360
C -4.155 6.410 0.498
C -3.355 6.071 -0.587
C -2.678 4.864 -0.601
C -2.789 3.978 0.470
C -3.589 4.331 1.555
C -4.272 5.538 1.569
P -1.943 2.365 0.580
C -0.361 2.731 -0.264
C -0.204 2.935 -1.631
C 1.031 3.254 -2.169
C 2.138 3.391 -1.338
C 1.999 3.219 0.031
C 0.756 2.886 0.565
C -2.947 1.260 -0.513
C -4.125 1.747 -1.071
C -5.076 0.905 -1.635
C -4.872 -0.461 -1.656
C -3.686 -0.966 -1.143
C -2.720 -0.135 -0.568
Si -1.276 -1.140 0.014
C -0.589 -2.387 -1.232
C -0.634 -3.765 -0.999
C -0.238 -4.669 -1.977
C 0.214 -4.214 -3.207
C 0.306 -2.849 -3.445
C -0.066 -1.943 -2.460
P 0.172 -0.145 -2.657
C -1.275 0.352 -3.664
C -2.309 -0.545 -3.920
C -3.369 -0.188 -4.742
C -3.417 1.071 -5.314
C -2.388 1.973 -5.075
C -1.326 1.614 -4.264
C 1.518 -0.024 -3.891
C 1.297 0.240 -5.244
C 2.362 0.274 -6.133
C 3.656 0.039 -5.694
C 3.883 -0.239 -4.353
C 2.822 -0.269 -3.464
C -1.492 -2.119 1.597
C -2.376 -3.200 1.681
C -2.423 -3.987 2.820
C -1.584 -3.709 3.894
C -0.741 -2.612 3.852
C -0.704 -1.818 2.708
P 0.048 -0.170 2.633
C -1.173 0.876 3.446
C -2.516 0.503 3.481
C -3.426 1.275 4.182
C -3.005 2.426 4.836
C -1.674 2.815 4.777
C -0.757 2.043 4.083
C 1.462 -0.027 3.760
C 1.224 -0.240 5.125
C 2.258 -0.145 6.038
C 3.536 0.200 5.613
C 3.766 0.466 4.274
C 2.734 0.355 3.351
H -4.680 7.355 0.508
H -3.260 6.754 -1.420
H -2.054 4.620 -1.451
H -3.674 3.652 2.393
H -4.890 5.801 2.418
H -1.073 2.839 -2.263
H 1.139 3.406 -3.237
H 3.101 3.647 -1.758
H 2.851 3.349 0.686
H 0.642 2.781 1.640
H -4.330 2.809 -1.041
H -5.982 1.328 -2.048
H -5.609 -1.127 -2.085
H -3.511 -2.037 -1.213
H -0.985 -4.152 -0.052
H -0.287 -5.731 -1.777
H 0.514 -4.919 -3.971
H 0.698 -2.488 -4.388
H -2.292 -1.538 -3.492
H -4.157 -0.904 -4.936
H -4.243 1.347 -5.956
H -2.401 2.950 -5.539
H -0.503 2.308 -4.152
H 0.300 0.400 -5.624
H 2.173 0.478 -7.179
H 4.481 0.071 -6.393
H 4.890 -0.418 -3.999
H 3.006 -0.461 -2.421
H -3.031 -3.438 0.851
H -3.105 -4.825 2.869
H -1.606 -4.337 4.774
H -0.123 -2.387 4.708
H -2.858 -0.392 2.978
H -4.465 0.978 4.222
H -3.716 3.021 5.393
H -1.346 3.715 5.280
H 0.283 2.347 4.056
H 0.224 -0.443 5.486
H 2.061 -0.318 7.087
H 4.339 0.285 6.332
H 4.747 0.777 3.940
H 2.933 0.584 2.315
C 5.582 -1.967 0.589
As 3.700 -1.891 0.234
C 3.360 -3.008 -1.288
C 2.783 -2.698 1.716
S 3.177 0.166 -0.096
H 5.876 -3.003 0.751
H 5.801 -1.372 1.474
H 6.118 -1.558 -0.266
H 3.782 -3.992 -1.087
H 3.830 -2.576 -2.170
H 2.286 -3.086 -1.443
H 3.195 -3.694 1.875
H 1.721 -2.772 1.481
H 2.924 -2.086 2.605
```

- LUMO (Eh) = -0.2332
- HOMO (eV) = -12.43
- multiplicity = 1
- total charge = +2
- E_tot (Ha) = -6285.48249

***

(3)
DFT (the ωB97M-V functional and the def2-TZVPD basis) results for C57H51AsN5O6STl as an isolated structure at a distorted geometry.

```
122
C57H51AsN5O6STl, DFT the ωB97M-V functional and the def2-TZVPD basis
Tl 0.507 0.366 0.278
S -0.421 -1.047 -3.323
C -1.871 -0.430 -4.039
C -1.997 -0.307 -5.438
C -3.174 0.118 -6.021
C -4.285 0.429 -5.242
C -4.182 0.321 -3.864
C -2.995 -0.069 -3.259
As -2.846 -0.212 -1.307
C -3.775 1.454 -0.850
C -3.672 2.582 -1.663
C -4.203 3.799 -1.261
C -4.839 3.915 -0.034
C -4.931 2.804 0.793
C -4.398 1.591 0.389
C -4.351 -1.490 -1.228
C -5.636 -1.227 -0.765
C -6.614 -2.214 -0.776
C -6.324 -3.484 -1.246
C -5.048 -3.757 -1.724
C -4.078 -2.770 -1.715
H -1.143 -0.565 -6.051
H -3.242 0.200 -7.102
H -5.214 0.743 -5.704
H -5.046 0.552 -3.247
H -3.168 2.509 -2.621
H -4.113 4.663 -1.910
H -5.256 4.865 0.278
H -5.403 2.885 1.766
H -4.432 0.750 1.066
H -5.889 -0.244 -0.393
H -7.612 -1.988 -0.417
H -7.087 -4.254 -1.248
H -4.819 -4.744 -2.109
H -3.088 -2.983 -2.111
O 0.753 1.733 3.040
C 0.393 3.021 3.468
C -0.255 3.936 2.446
C -0.890 5.096 2.886
C -1.435 5.959 1.953
C -1.320 5.639 0.608
C -0.679 4.461 0.264
N -0.157 3.628 1.163
H -0.054 1.274 2.751
H 1.320 3.502 3.800
H -0.287 2.971 4.332
H -0.955 5.309 3.947
H -1.931 6.871 2.266
H -1.732 6.281 -0.158
H -0.565 4.170 -0.776
O 6.882 -3.788 1.151
C 6.774 -2.440 1.580
C 5.368 -1.929 1.415
C 5.074 -0.609 1.741
C 3.789 -0.156 1.506
N 2.820 -0.920 1.026
C 3.073 -2.201 0.749
C 4.357 -2.728 0.919
C 1.956 -3.022 0.242
C 2.015 -4.418 0.234
C 0.919 -5.147 -0.196
C 0.941 -6.651 -0.226
O 1.464 -7.159 -1.453
C -0.207 -4.455 -0.628
C -0.173 -3.069 -0.601
N 0.867 -2.375 -0.178
H 7.806 -3.981 0.983
H 7.444 -1.794 1.002
H 7.062 -2.355 2.636
H 5.832 0.053 2.141
H 3.524 0.879 1.701
H 4.592 -3.740 0.627
H 2.895 -4.941 0.583
H -0.076 -7.031 -0.069
H 1.582 -7.046 0.563
H 1.133 -6.597 -2.162
H -1.089 -4.987 -0.963
H -1.021 -2.486 -0.939
O -0.312 2.188 -2.467
H -0.935 1.819 -1.831
H 0.093 1.400 -2.879
N -0.101 -1.254 2.302
C -1.101 -1.420 2.950
C -1.677 -2.517 3.761
C -1.746 -2.409 5.146
C -2.325 -3.419 5.896
C -2.839 -4.546 5.270
C -2.753 -4.665 3.890
C -2.167 -3.659 3.138
H -1.355 -1.520 5.628
H -2.393 -3.319 6.973
H -3.333 -5.313 5.854
H -3.167 -5.539 3.400
H -2.108 -3.742 2.060
O -3.397 -0.427 3.419
N -2.265 -0.160 3.062
O -1.998 0.912 2.537
C 5.742 5.734 1.553
C 6.234 4.777 0.669
C 5.379 3.881 0.054
C 4.000 3.909 0.299
C 3.521 4.869 1.199
C 4.380 5.766 1.817
C 3.065 3.005 -0.392
C 3.422 2.174 -1.352
C 3.442 1.309 -2.398
C 3.329 1.791 -3.752
C 3.409 0.932 -4.823
C 3.623 -0.438 -4.653
C 3.745 -0.932 -3.353
C 3.669 -0.105 -2.256
H 6.415 6.444 2.021
H 7.298 4.743 0.454
H 5.748 3.129 -0.634
H 2.458 4.904 1.415
H 3.985 6.503 2.509
H 2.026 3.107 -0.062
H 3.175 2.852 -3.910
H 3.299 1.332 -5.827
H 3.702 -1.099 -5.508
H 3.893 -1.996 -3.195
H 3.758 -0.518 -1.261
```

- LUMO (Eh) = 0.1291
- HOMO (eV) = 0.04
- multiplicity = 1
- total charge = -2
- E_tot (Ha) = -5734.20879

***

(4)
DFT (the ωB97M-V functional and the def2-TZVPD basis) results for C57H52BBrCrN4O5PS as an isolated structure.

```
123
C57H52BBrCrN4O5PS, DFT the ωB97M-V functional and the def2-TZVPD basis
Cr -0.165 -0.387 -0.072
C -2.158 -0.297 2.452
O -0.833 -0.536 1.988
C 0.171 -0.725 2.928
C -0.077 -1.037 4.269
C 1.069 -1.096 5.087
Br 0.781 -1.446 6.943
C 2.347 -0.940 4.644
C 2.604 -0.724 3.250
C 1.440 -0.563 2.445
O 1.541 -0.132 1.113
C 3.921 -0.654 2.749
N 5.030 -0.473 3.477
C 6.068 -0.476 2.583
C 7.437 -0.312 2.794
C 8.292 -0.353 1.696
C 7.812 -0.556 0.403
C 6.443 -0.710 0.170
C 5.599 -0.661 1.262
N 4.227 -0.735 1.379
H -2.583 -1.211 2.870
H -2.728 0.013 1.580
H -2.145 0.491 3.206
H -1.067 -1.191 4.664
H 3.189 -1.010 5.317
H 2.198 0.583 1.047
H 7.817 -0.161 3.796
H 9.358 -0.231 1.849
H 8.505 -0.594 -0.429
H 6.061 -0.864 -0.831
H 3.607 -1.114 0.684
C 4.647 2.785 0.331
C 3.608 3.024 -0.558
C 2.291 3.035 -0.112
C 2.000 2.802 1.233
C 3.058 2.564 2.119
C 4.373 2.563 1.674
P 0.295 2.633 1.897
C 0.022 4.278 2.665
C 1.017 5.240 2.809
C 0.767 6.426 3.492
C -0.484 6.670 4.036
C -1.486 5.716 3.899
C -1.230 4.531 3.230
C -0.728 2.717 0.375
C -1.241 3.950 -0.048
C -2.050 4.045 -1.165
C -2.345 2.890 -1.875
C -1.810 1.677 -1.476
C -0.985 1.529 -0.346
H 5.670 2.743 -0.024
H 3.819 3.184 -1.609
H 1.482 3.199 -0.814
H 2.845 2.341 3.159
H 5.173 2.341 2.369
H 1.997 5.071 2.381
H 1.556 7.161 3.593
H -0.679 7.594 4.564
H -2.467 5.893 4.321
H -2.017 3.791 3.133
H -1.005 4.851 0.506
H -2.442 5.006 -1.475
H -2.983 2.934 -2.751
H -2.038 0.802 -2.071
C 6.487 1.559 -5.838
C 6.306 1.767 -4.329
C 6.756 3.186 -3.953
C 7.209 0.774 -3.595
C 4.833 1.591 -3.954
C 3.868 2.408 -4.551
C 2.515 2.341 -4.223
C 2.150 1.423 -3.263
O 0.926 1.198 -2.705
B 1.086 0.228 -1.701
O 2.469 -0.175 -1.733
C 3.091 0.602 -2.677
C 4.428 0.655 -2.999
H 7.542 1.654 -6.108
H 5.926 2.294 -6.416
H 6.144 0.566 -6.135
H 7.805 3.336 -4.223
H 6.652 3.349 -2.878
H 6.162 3.942 -4.467
H 8.245 0.928 -3.905
H 6.942 -0.260 -3.826
H 7.164 0.909 -2.512
H 4.177 3.138 -5.289
H 1.785 2.995 -4.680
H 5.131 0.012 -2.492
C 2.848 -4.716 -1.830
C 1.822 -4.120 -0.926
C 0.896 -4.694 -0.082
C 0.199 -3.623 0.505
N 0.672 -2.470 0.049
N 1.651 -2.794 -0.821
C -0.897 -3.684 1.513
H 2.945 -5.781 -1.630
H 3.824 -4.252 -1.681
H 2.569 -4.589 -2.877
H 0.747 -5.745 0.099
H 2.158 -2.047 -1.281
H -1.220 -4.715 1.650
H -1.746 -3.088 1.173
H -0.564 -3.292 2.475
C -10.568 -3.919 -2.699
C -9.171 -3.396 -2.465
O -8.914 -2.244 -2.259
S -7.947 -4.705 -2.509
C -6.462 -3.829 -2.109
C -5.887 -2.936 -3.006
C -4.713 -2.285 -2.677
C -4.076 -2.523 -1.453
C -4.662 -3.432 -0.566
C -5.847 -4.072 -0.887
C -2.857 -1.855 -1.118
C -1.814 -1.291 -0.838
H -11.219 -3.094 -2.977
H -10.927 -4.373 -1.775
H -10.573 -4.688 -3.471
H -6.365 -2.749 -3.959
H -4.267 -1.583 -3.368
H -4.179 -3.628 0.383
H -6.298 -4.765 -0.188
```

- LUMO (alpha / beta) (Eh) = 0.0714 / 0.0714
- HOMO (alpha / beta) (eV) = -1.94 / -4.99
- multiplicity = 5
- total charge = -1
- E_tot (Ha) = -7181.48671